Record 1
{
  "formula": "C22H34N3NiOSSi3",
  "method": "ωB97M-V/def2-TZVPD",
  "symbols": ["Ni", "C", "N", "C", "C", "N", "C", "S", "C", "C", "C", "C", "C", "N", "H", "H", "H", "H", "H", "H", "H", "H", "H", "C", "Si", "C", "C", "C", "C", "C", "C", "C", "Si", "C", "C", "H", "H", "H", "H", "H", "H", "H", "H", "H", "H", "H", "H", "H", "H", "H", "H", "C", "Si", "C", "C", "O", "H", "H", "H", "H", "H", "H", "H", "H", "H"],
  "positions_angstrom": [[0.084, -0.333, 0.546], [2.985, 2.137, 2.885], [3.311, 1.744, 1.532], [3.865, 2.543, 0.551], [3.805, 1.868, -0.605], [3.194, 0.646, -0.333], [2.881, 0.578, 0.999], [2.159, -0.670, 1.846], [2.827, -0.299, -1.313], [3.695, -0.592, -2.361], [3.286, -1.507, -3.310], [2.043, -2.111, -3.167], [1.263, -1.756, -2.081], [1.636, -0.851, -1.179], [3.539, 3.040, 3.132], [3.249, 1.333, 3.568], [1.912, 2.314, 2.958], [4.212, 3.538, 0.761], [4.077, 2.158, -1.603], [4.673, -0.130, -2.409], [3.934, -1.763, -4.138], [1.689, -2.843, -3.879], [0.290, -2.204, -1.912], [-1.691, 0.270, -2.247], [-1.866, -0.334, -0.429], [-3.271, 0.750, 0.306], [-2.714, -2.040, -0.610], [-3.800, -2.392, -1.413], [-4.307, -3.684, -1.393], [-3.737, -4.640, -0.560], [-2.655, -4.303, 0.242], [-2.130, -3.010, 0.222], [-0.628, -2.318, 1.177], [-1.130, -2.338, 3.024], [0.654, -3.746, 1.028], [-2.666, 0.326, -2.745], [-1.060, -0.394, -2.842], [-1.243, 1.260, -2.268], [-4.199, 0.603, -0.257], [-3.026, 1.816, 0.289], [-3.465, 0.471, 1.344], [-4.254, -1.651, -2.065], [-5.147, -3.952, -2.025], [-4.135, -5.649, -0.545], [-2.213, -5.059, 0.884], [-1.460, -3.332, 3.342], [-1.944, -1.634, 3.211], [-0.285, -2.037, 3.649], [0.223, -4.702, 1.343], [1.542, -3.554, 1.631], [0.985, -3.862, -0.009], [1.154, 4.499, 0.660], [-0.150, 3.108, 0.497], [-1.314, 3.423, 1.966], [-1.060, 3.612, -1.086], [0.480, 1.655, 0.533], [0.651, 5.472, 0.651], [1.867, 4.485, -0.168], [1.714, 4.430, 1.595], [-1.635, 4.468, 2.014], [-0.787, 3.189, 2.897], [-2.204, 2.791, 1.935], [-1.235, 4.692, -1.109], [-2.023, 3.110, -1.203], [-0.446, 3.360, -1.954]],
  "forces_ev_per_a": [[-0.072, 0.267, 0.368], [0.042, 0.015, 0.057], [0.055, -0.062, -0.166], [-0.020, 0.102, 0.158], [-0.116, -0.128, -0.094], [0.212, 0.256, 0.169], [-0.112, 0.082, -0.074], [-0.102, -0.236, 0.150], [-0.153, -0.210, -0.175], [0.193, 0.135, 0.101], [-0.146, -0.077, 0.023], [0.136, 0.015, -0.095], [-0.089, 0.005, 0.110], [0.117, -0.049, -0.184], [-0.003, 0.015, -0.024], [0.027, 0.014, 0.004], [-0.035, -0.003, -0.028], [0.013, -0.004, -0.015], [0.018, -0.009, -0.007], [-0.026, 0.008, 0.015], [0.004, 0.014, 0.001], [-0.021, -0.009, 0.010], [-0.016, 0.024, -0.013], [-0.129, -0.060, 0.142], [-0.285, 0.153, -0.288], [0.155, 0.002, -0.112], [0.144, -0.001, 0.136], [-0.048, 0.002, -0.002], [-0.036, 0.072, -0.063], [0.048, -0.073, 0.060], [-0.031, -0.032, -0.019], [0.034, 0.139, -0.016], [0.174, -0.235, 0.113], [0.033, -0.061, -0.126], [-0.119, 0.070, 0.002], [-0.004, 0.006, 0.038], [0.021, -0.048, 0.037], [0.072, 0.086, -0.050], [0.008, -0.002, -0.036], [-0.046, -0.152, -0.035], [0.030, -0.021, 0.006], [-0.024, -0.001, -0.008], [-0.005, 0.007, -0.008], [-0.002, -0.007, 0.002], [0.001, -0.017, 0.004], [0.016, -0.012, 0.005], [0.001, 0.013, -0.034], [0.020, -0.002, 0.017], [-0.013, 0.015, 0.012], [0.029, 0.021, 0.037], [-0.004, 0.010, 0.003], [-0.068, -0.081, -0.023], [-0.127, 0.244, 0.312], [0.049, 0.015, -0.095], [-0.041, -0.050, 0.021], [0.059, -0.206, -0.360], [0.003, -0.015, 0.006], [0.000, -0.013, -0.011], [0.045, -0.012, 0.040], [-0.020, 0.013, 0.002], [0.019, 0.012, 0.012], [0.081, 0.035, 0.010], [-0.010, 0.008, 0.060], [0.051, 0.019, -0.023], [0.015, 0.001, -0.062]],
  "lowdin_charge": [-0.14, -0.05, -0.11, -0.07, -0.04, 0.01, -0.70, 0.74, -0.25, -0.01, -0.07, -0.05, -0.11, 0.14, 0.09, 0.07, 0.09, 0.12, 0.12, 0.11, 0.10, 0.10, 0.11, -0.20, 0.52, -0.21, -0.30, -0.11, -0.12, -0.12, -0.11, -0.30, 0.45, -0.22, -0.24, 0.02, 0.00, -0.02, 0.02, -0.02, 0.02, 0.09, 0.09, 0.09, 0.09, 0.01, 0.01, 0.00, 0.01, -0.01, 0.00, -0.19, 0.22, -0.17, -0.19, -0.39, 0.02, 0.01, 0.00, 0.02, 0.02, 0.00, 0.02, 0.01, 0.02],
  "gap_ev": 6.1,
  "total_charge": -1,
  "e_above_lowest_kcal_mol": 0.21,
  "e_tot_ev": -105400.28920
}

=====

Record 2
{
  "formula": "C22H34N4O2",
  "method": "ωB97M-V/def2-TZVPD",
  "symbols": ["C", "C", "O", "C", "C", "C", "C", "C", "N", "C", "C", "N", "C", "C", "C", "N", "C", "C", "N", "C", "C", "C", "C", "C", "C", "O", "C", "C", "H", "H", "H", "H", "H", "H", "H", "H", "H", "H", "H", "H", "H", "H", "H", "H", "H", "H", "H", "H", "H", "H", "H", "H", "H", "H", "H", "H", "H", "H", "H", "H", "H", "H"],
  "positions_angstrom": [[-7.028, -0.397, -1.079], [-6.828, -1.522, -0.067], [-5.576, -2.163, -0.203], [-4.447, -1.544, 0.238], [-3.251, -2.205, -0.050], [-2.043, -1.675, 0.351], [-1.986, -0.478, 1.054], [-0.674, 0.144, 1.450], [-0.470, 1.384, 0.706], [0.553, 2.255, 1.262], [1.980, 1.829, 0.911], [2.101, 1.774, -0.532], [3.472, 1.599, -0.997], [4.122, 0.312, -0.588], [3.975, -0.926, -1.180], [4.708, -1.803, -0.466], [4.823, -3.222, -0.665], [3.596, -3.962, -0.137], [5.316, -1.209, 0.558], [4.980, 0.070, 0.509], [5.513, 1.041, 1.503], [1.183, 0.787, -1.060], [-0.269, 1.170, -0.728], [-0.714, 2.398, -1.534], [-2.189, 2.731, -1.293], [-2.440, 3.214, -0.001], [-3.178, 0.166, 1.352], [-4.397, -0.351, 0.951], [-6.294, 0.392, -0.936], [-6.920, -0.788, -2.088], [-8.024, 0.023, -0.968], [-6.967, -1.154, 0.958], [-7.558, -2.316, -0.246], [-3.299, -3.134, -0.596], [-1.129, -2.202, 0.112], [0.140, -0.584, 1.303], [-0.702, 0.405, 2.512], [0.386, 3.260, 0.865], [0.430, 2.293, 2.347], [2.212, 0.856, 1.383], [2.682, 2.573, 1.294], [3.449, 1.667, -2.089], [4.051, 2.442, -0.611], [3.429, -1.227, -2.052], [4.953, -3.420, -1.734], [5.717, -3.545, -0.128], [2.699, -3.639, -0.662], [3.469, -3.761, 0.924], [3.716, -5.032, -0.279], [6.297, 0.562, 2.083], [4.729, 1.373, 2.182], [5.922, 1.916, 0.999], [1.392, -0.220, -0.653], [1.303, 0.741, -2.145], [-0.917, 0.334, -1.019], [-0.574, 2.183, -2.594], [-0.095, 3.257, -1.279], [-2.796, 1.829, -1.485], [-2.514, 3.516, -1.983], [-1.981, 2.602, 0.602], [-3.159, 1.094, 1.903], [-5.295, 0.189, 1.205]],
  "forces_ev_per_a": [[0.202, -0.295, 0.222], [-0.370, 0.266, -0.075], [0.286, -0.093, -0.015], [0.263, -0.096, -0.024], [-0.271, -0.017, -0.058], [-0.073, 0.086, 0.102], [0.076, -0.063, 0.115], [-0.050, -0.068, 0.010], [-0.067, -0.022, 0.215], [0.355, 0.100, 0.092], [-0.254, 0.091, 0.092], [-0.055, 0.110, 0.004], [-0.045, -0.062, -0.059], [-0.001, -0.158, -0.066], [0.158, 0.189, 0.140], [-0.139, 0.524, -0.291], [-0.164, -0.539, 0.088], [0.215, 0.105, -0.073], [0.460, -0.179, 0.586], [-0.199, -0.148, -0.318], [-0.051, -0.066, -0.021], [-0.272, -0.122, 0.151], [0.152, 0.097, -0.610], [-0.360, -0.147, 0.302], [0.147, -0.133, -0.399], [-0.116, 0.283, 0.499], [0.204, -0.164, -0.049], [-0.334, -0.042, -0.039], [0.012, 0.101, -0.018], [-0.015, -0.013, -0.093], [-0.108, 0.076, -0.003], [0.014, -0.096, -0.068], [0.074, 0.131, 0.108], [-0.015, -0.108, -0.071], [0.110, -0.037, -0.022], [-0.048, 0.035, 0.074], [0.095, -0.040, -0.051], [0.050, 0.010, 0.085], [-0.035, 0.021, -0.031], [0.062, 0.046, -0.013], [0.018, -0.022, 0.058], [0.069, 0.092, 0.073], [0.025, -0.013, -0.112], [-0.122, -0.087, -0.193], [0.073, 0.048, 0.122], [-0.051, 0.088, -0.154], [-0.093, 0.000, -0.030], [-0.026, 0.008, 0.085], [-0.028, -0.135, -0.008], [0.062, 0.039, 0.059], [0.001, 0.070, 0.071], [0.054, 0.084, 0.054], [0.038, 0.055, -0.068], [-0.027, -0.057, -0.033], [0.082, 0.107, 0.007], [0.063, 0.002, -0.081], [0.031, 0.072, -0.083], [0.025, 0.069, -0.083], [0.006, -0.133, -0.026], [0.039, -0.005, -0.116], [-0.017, 0.129, 0.054], [-0.114, 0.025, -0.012]],
  "lowdin_charge": [-0.06, -0.25, -0.05, -0.27, 0.00, -0.04, -0.23, -0.14, -0.15, -0.15, -0.17, -0.15, -0.14, -0.16, -0.03, -0.18, -0.19, -0.08, 0.13, -0.31, -0.03, -0.14, -0.28, -0.13, -0.27, -0.08, -0.03, -0.01, 0.07, 0.08, 0.08, 0.12, 0.12, 0.12, 0.11, 0.12, 0.13, 0.12, 0.12, 0.12, 0.12, 0.12, 0.12, 0.13, 0.12, 0.12, 0.07, 0.08, 0.07, 0.08, 0.07, 0.08, 0.11, 0.13, 0.14, 0.12, 0.11, 0.11, 0.11, 0.04, 0.12, 0.11],
  "smiles": "CCOc1ccc(CN2CCN(Cc3cn(CC)nc3C)C[C@@H]2CCO)cc1",
  "gap_ev": 8.9,
  "e_above_lowest_kcal_mol": 73.75,
  "e_tot_ev": -33420.73415
}

=====

Asked for HOMO across the records above, the calculation gives -3.5432 -8.1955 eV in order.